{"formula": "C11H24BrN", "method": "ωB97M-V with the def2-TZVPD basis set", "total_charge": 0, "e_above_lowest_kcal_mol": 51.49, "gap_ev": 3.69, "elements": ["Br", "C", "C", "C", "C", "N", "C", "C", "C", "C", "C", "C", "C", "H", "H", "H", "H", "H", "H", "H", "H", "H", "H", "H", "H", "H", "H", "H", "H", "H", "H", "H", "H", "H", "H", "H", "H"], "positions_angstrom": [[5.6085, -3.5052, 6.8842], [1.7632, -2.8708, 1.1965], [1.0007, -1.8670, 2.0846], [0.7855, -0.4897, 1.3476], [-0.3409, -0.5792, 0.3304], [-0.6432, 0.8297, -0.2890], [-1.9554, 0.7496, -1.1266], [-3.1146, 0.6531, -0.1514], [-2.6597, 1.3497, 1.1724], [-1.2496, 1.8134, 0.7825], [0.5168, 1.3677, -1.2291], [0.6553, 0.4733, -2.4595], [1.7890, 1.0005, -3.3352], [1.9342, -3.7695, 1.7890], [2.6706, -2.3978, 0.8209], [1.1341, -3.2609, 0.3964], [1.4677, -1.8116, 3.0679], [0.0532, -2.3278, 2.3638], [1.7572, -0.2507, 0.9154], [0.6531, 0.2185, 2.1655], [-1.3167, -0.7965, 0.7649], [-0.2076, -1.2758, -0.4974], [-1.9770, 1.7062, -1.6487], [-2.0383, -0.1503, -1.7360], [-3.8947, 1.1175, -0.7546], [-3.4801, -0.3627, -0.0004], [-3.3175, 2.1423, 1.5291], [-2.3839, 0.6038, 1.9178], [-1.1905, 2.8244, 0.3792], [-0.5538, 1.7657, 1.6202], [1.4740, 1.4066, -0.7092], [0.2000, 2.3828, -1.4685], [-0.1980, 0.3809, -3.1314], [0.9194, -0.5630, -2.2488], [2.6305, 1.4053, -2.7729], [1.4432, 1.8569, -3.9141], [2.0656, 0.2304, -4.0553]], "forces_ev_per_a": [[-0.1022, 0.0553, -0.1131], [-0.7742, 0.0255, 0.7173], [-0.3136, -0.4837, -0.8083], [0.5750, -1.5788, 1.2958], [-0.5131, 1.9698, 0.0923], [-1.3867, -0.0587, -0.7713], [0.7754, -0.8537, 0.8036], [-0.3911, 0.3812, 0.0003], [1.2824, -0.8396, -1.5161], [1.9115, 0.3311, 0.2520], [-1.6305, -0.9148, 0.6114], [0.6930, -0.0969, -0.5247], [-0.2488, 0.6960, -0.3976], [0.6540, 0.1447, 0.0234], [0.1158, -0.4604, -0.0287], [0.0406, 0.3932, -0.4207], [0.4796, 0.6935, -0.2685], [-0.4441, 0.1615, -0.2644], [-0.1212, 0.1251, -0.3807], [-0.5402, 0.3293, -0.3536], [0.3101, -0.4373, 0.3715], [0.3580, 0.1592, 0.1063], [-0.0514, -0.3505, -0.3691], [0.7578, 0.4094, -0.5166], [-0.4991, 0.3958, 0.7561], [0.3341, -0.0542, 0.1170], [0.2914, -0.1760, 0.1045], [-1.1803, -0.0173, 0.3396], [-0.0426, -0.1387, -0.3130], [-0.1541, 0.2409, 0.0029], [-0.3136, -0.0911, 0.3536], [0.0985, -0.0213, -0.1659], [-0.4208, 0.3859, 0.4631], [-0.0370, 0.0494, 0.7078], [0.2406, -0.5506, 0.0466], [-0.1214, 0.0387, -0.1247], [0.3686, 0.1383, 0.1719]]}